Entry from OMol25: C33H27BrClN6O2ReSe as an isolated structure (ωB97M-V/def2-TZVPD).

Geometry as ORCA input:
```
! wB97M-V def2-TZVPD RIJCOSX def2/J DEFGRID3
* xyz 1 2
Re -0.54282 0.34916 0.21424
C -2.43160 -3.77063 0.91903
O -1.40875 -2.94549 0.37926
C -1.21396 -2.98704 -0.96008
C -1.91625 -3.80097 -1.83870
C -1.61783 -3.77895 -3.19546
C -0.61821 -2.95999 -3.69194
C 0.08603 -2.14588 -2.81765
C -0.21846 -2.15269 -1.46911
N 0.49036 -1.23658 -0.60020
N 1.73300 -1.42868 -0.64899
C 2.62747 -0.60687 0.01414
C 2.29941 0.39961 0.91472
O 1.02678 0.71057 1.21561
C 3.30532 1.13075 1.58256
C 4.61554 0.87298 1.32942
C 5.00802 -0.14006 0.41428
C 6.37279 -0.40350 0.16182
C 6.73813 -1.38805 -0.71140
C 5.74804 -2.14741 -1.36319
C 4.41812 -1.91238 -1.14022
C 4.01607 -0.89862 -0.24347
H -2.23765 -4.82473 0.71180
H -2.40980 -3.60776 1.99380
H -3.41140 -3.48922 0.52570
H -2.69403 -4.45619 -1.47504
H -2.17872 -4.41604 -3.86595
H -0.38810 -2.94864 -4.74777
H 0.87076 -1.49111 -3.17408
H 2.99889 1.89660 2.28224
H 5.38591 1.44353 1.83346
H 7.12128 0.18894 0.67306
H 7.78346 -1.58776 -0.90349
H 6.04329 -2.92816 -2.05162
H 3.66581 -2.50111 -1.64356
Cl -3.18332 6.31362 -2.42448
C -2.17544 4.91267 -2.22096
C -2.53759 3.71296 -2.81296
C -1.74804 2.59144 -2.60620
C -0.60450 2.64592 -1.81033
C 0.16373 1.40202 -1.48927
C -0.24120 3.87756 -1.26914
C -1.01687 5.00900 -1.46658
H -3.42647 3.65952 -3.42700
H -2.03575 1.65329 -3.06695
H 1.20019 1.66210 -1.23824
H 0.20613 0.74201 -2.35922
H 0.65987 3.95272 -0.67046
H -0.72908 5.96054 -1.03975
N -2.73247 3.86124 1.28303
C -1.68745 4.04178 2.15486
C -0.89665 2.94827 2.01400
N -1.45336 2.11074 1.06909
C -2.55566 2.69763 0.64407
H -3.48518 4.50679 1.10979
H -1.60291 4.90738 2.78600
H 0.01852 2.69384 2.51747
H -3.21121 2.32458 -0.12322
Se -4.65817 -0.68723 -2.11813
C -3.19573 -0.33392 -1.29583
N -2.19266 -0.06033 -0.71331
Br -3.89794 -0.07196 2.08968
C -2.38042 -0.86240 2.88661
C -2.59208 -1.52371 4.09021
C -1.52283 -2.15616 4.69093
C -0.28823 -2.11445 4.05850
C -0.17837 -1.42620 2.87097
N -1.20305 -0.78401 2.27996
H -3.57961 -1.53359 4.52619
H -1.65332 -2.67894 5.62885
H 0.58010 -2.60558 4.47300
H 0.77010 -1.38682 2.35559
*
```

The calculation puts the HOMO-LUMO gap (spin up / spin down) at 0.225 / 0.236 Ha. The value obtained for the energy above the lowest of the compared OMol25 structures with the same formula, charge and spin is 0.077 eV.